Run i
This record from OMol25 describes an isolated molecule of C4H8N4. The level of theory is ωB97M-V/def2-TZVPD.

```
16
Properties=species:S:1:pos:R:3
C -0.167 -0.719 -1.427
C -1.817 -0.090 0.493
N 0.900 0.222 -1.820
C -0.427 -0.288 -0.020
N 0.522 0.464 1.978
N 0.665 0.026 0.679
C 2.022 0.296 -0.507
N 3.179 0.362 -0.375
H 0.473 1.137 -1.996
H 0.999 -0.198 2.593
H 1.041 1.337 2.077
H 0.227 -1.740 -1.450
H -1.073 -0.639 -2.037
H -1.878 0.676 1.264
H -2.471 0.194 -0.336
H -2.194 -1.041 0.882
```

Values from the calculation:
**E_LUMO**: 0.26 eV

Run ii
This record from OMol25 describes an isolated molecule of C4H8N4. The level of theory is ωB97M-V/def2-TZVPD.

```
16
Properties=species:S:1:pos:R:3
C 2.604 -0.390 0.358
C 1.402 -0.916 0.568
C -1.363 0.312 0.995
C -1.506 0.148 -1.295
N 2.536 0.538 -0.633
N 1.324 0.713 -0.933
N 0.602 -0.193 -0.272
N -0.788 -0.380 -0.161
H 3.576 -0.684 0.821
H 1.204 -1.578 1.399
H -0.641 0.229 1.779
H -1.374 1.395 0.902
H -2.285 -0.114 1.233
H -1.498 -0.487 -2.204
H -2.523 0.161 -1.071
H -1.270 1.247 -1.485
```

Values from the calculation:
**SMILES**: CN(C)n1ccnn1
**E_LUMO**: 0.91 eV

Verdict on stability: run ii comes out on top.

Run i
This record from OMol25 describes an isolated molecule of C4H8N4. The level of theory is ωB97M-V/def2-TZVPD.

```
16
Properties=species:S:1:pos:R:3
C -0.131 -1.393 -0.368
C 1.499 0.942 -0.200
C 0.134 1.436 0.375
C -1.483 -1.014 0.190
H -0.012 -0.883 -1.279
H -0.247 -2.449 -0.704
H 1.606 -1.975 0.295
H 2.210 1.688 -0.487
H 0.035 1.041 1.424
H 0.199 2.545 0.395
H -1.681 1.938 -0.265
H -2.153 -1.790 0.556
N 1.045 -1.161 0.414
N 1.989 -0.204 -0.048
N -1.090 1.114 -0.422
N -1.921 0.166 0.122
```

Values from the calculation:
**SMILES**: C1=N\NC/C=N\NC/1
**E_LUMO**: 1.02 eV

Run ii
This record from OMol25 describes an isolated molecule of C4H8N4. The level of theory is ωB97M-V/def2-TZVPD.

```
16
Properties=species:S:1:pos:R:3
C -0.467 -1.217 0.661
C 0.845 0.395 -0.480
N -1.110 -2.265 0.043
N 1.868 1.211 -0.883
C 0.860 -0.771 0.162
C -0.649 1.002 -0.511
N -0.915 -0.819 1.819
N -0.942 2.201 -0.150
H -2.039 -2.397 0.432
H -1.108 -2.251 -0.970
H 2.039 1.974 -0.231
H 1.663 1.629 -1.792
H -0.212 -0.260 2.313
H -0.180 2.571 0.431
H 1.724 -1.418 0.249
H -1.379 0.416 -1.092
```

Values from the calculation:
**SMILES**: [H]\N=C/C(N)=C\C(N)=N/[H]
**E_LUMO**: 0.53 eV

Run iii
This record from OMol25 describes an isolated molecule of C4H8N4. The level of theory is ωB97M-V/def2-TZVPD.

```
16
Properties=species:S:1:pos:R:3
C -0.641 0.973 -0.791
C -1.442 -0.232 -0.156
C 0.604 1.306 0.069
C -0.703 -2.307 0.745
N 4.005 0.558 -0.033
N 2.887 0.662 -0.130
N -0.535 -1.351 -0.115
N 1.709 0.457 -0.270
H -0.368 0.522 -1.789
H -1.256 1.853 -0.874
H -1.797 0.099 0.826
H -2.330 -0.603 -0.648
H 0.927 2.304 -0.282
H 0.257 1.249 1.058
H -1.431 -2.414 1.548
H 0.115 -3.076 0.842
```

Values from the calculation:
**E_LUMO**: 0.98 eV

Verdict on stability: run ii comes out on top.

Run i
This record from OMol25 describes an isolated molecule of C4H8N4. The level of theory is ωB97M-V/def2-TZVPD.

```
16
Properties=species:S:1:pos:R:3
C -0.680 -0.116 0.319
C -1.718 -1.128 -0.006
C -0.846 0.839 1.447
N 2.426 1.063 -0.944
N 0.428 0.075 -0.421
N 1.371 0.918 -0.055
C 0.691 -0.911 -1.315
N 1.023 -1.625 -2.156
H 2.756 0.195 -1.377
H 3.175 1.520 -0.429
H -1.588 -1.552 -1.007
H -2.698 -0.654 0.035
H -1.713 -1.944 0.718
H -1.766 0.643 2.007
H 0.023 0.805 2.128
H -0.884 1.873 1.055
```

Values from the calculation:
**E_LUMO (spin up / spin down)**: 0.86 / 0.63 eV

Run ii
This record from OMol25 describes an isolated molecule of C4H8N4. The level of theory is ωB97M-V/def2-TZVPD.

```
16
Properties=species:S:1:pos:R:3
C 1.305 -0.599 -0.084
C -1.230 -0.636 -0.381
C -2.439 -0.261 -0.028
C 0.009 1.542 -0.067
H 1.958 -2.317 0.553
H 0.549 -1.780 1.409
H 2.457 0.691 -0.915
H -1.022 -1.548 -0.941
H -3.343 -0.864 -0.399
H -2.525 0.553 0.667
H -0.977 1.930 -0.396
H 0.864 3.156 0.425
N 1.069 -1.839 0.522
N 2.376 -0.289 -0.642
N -0.038 0.109 -0.122
N 0.986 2.151 0.398
```

Values from the calculation:
**SMILES**: [H]/N=C(/N)N(C=C)/C=N/[H]
**E_LUMO**: 0.91 eV

Run iii
This record from OMol25 describes an isolated molecule of C4H8N4. The level of theory is ωB97M-V/def2-TZVPD.

```
16
Properties=species:S:1:pos:R:3
C 0.534 -1.154 0.989
C -0.135 0.186 0.433
C -1.205 0.072 -0.739
C 0.104 1.905 -0.912
H 2.307 -1.932 1.178
H 2.285 -0.261 0.920
H 0.155 -3.007 1.187
H -0.809 0.699 1.191
H -0.888 -0.570 -1.598
H -2.096 -0.367 -0.327
H -1.623 1.995 -1.903
H 0.296 2.759 -1.703
N 1.780 -1.102 1.534
N -0.328 -2.082 0.885
N -1.155 1.520 -1.105
N 0.777 1.340 -0.031
```

Values from the calculation:
**SMILES**: [H]/N=C(\N)[C@@H]1CNC=N1
**E_LUMO**: 0.86 eV

Verdict on stability: run ii comes out on top.

Run i
This record from OMol25 describes an isolated molecule of C4H8N4. The level of theory is ωB97M-V/def2-TZVPD.

```
16
Properties=species:S:1:pos:R:3
C 0.542 -1.439 1.190
C -0.024 -1.052 -1.023
C -1.363 0.793 -0.042
C -1.065 1.081 -1.443
H 2.433 0.653 2.022
H 1.995 0.552 0.297
H -0.113 -2.162 1.714
H 0.195 -1.367 -2.015
H -2.313 1.109 0.476
H -0.553 1.036 0.586
H -1.886 1.272 -2.304
H -0.050 1.453 -1.700
N 1.691 0.569 1.357
N 1.001 -0.521 1.899
N 0.700 -1.617 -0.098
N -1.190 -0.361 -0.915
```

Values from the calculation:
**SMILES**: N/N=C\N=C/N1CC1
**E_LUMO**: 0.85 eV

Run ii
This record from OMol25 describes an isolated molecule of C4H8N4. The level of theory is ωB97M-V/def2-TZVPD.

```
16
Properties=species:S:1:pos:R:3
C -0.024 0.974 0.807
C 1.159 0.453 0.150
C 0.600 -0.589 -0.605
C -0.761 -0.835 -0.315
H 0.459 2.963 1.298
H 0.347 1.906 2.631
H 2.121 0.977 -0.072
H 2.086 -1.752 -0.783
H 1.887 -0.441 -1.892
H -1.833 -1.813 -1.841
H -2.287 -2.125 -0.325
H -1.954 0.595 0.830
N -0.236 2.155 1.745
N 1.381 -1.267 -1.351
N -1.862 -1.418 -0.885
N -1.084 0.217 0.607
```

Values from the calculation:
**SMILES**: Nc1cc(N)c(N)[nH]1
**E_LUMO**: 0.95 eV

Verdict on stability: run ii comes out on top.

Run i
This record from OMol25 describes a cluster of 3 separate species, C5H14NO2 in total. The level of theory is ωB97M-V/def2-TZVPD.

```
22
Properties=species:S:1:pos:R:3
C 3.326 -0.173 -0.282
C 2.771 1.230 -0.090
C 1.313 1.161 -0.479
C 0.471 1.087 0.532
N -0.978 1.167 0.394
C -1.600 0.876 -0.678
H 2.862 -1.034 0.237
H 4.308 -0.480 0.102
H 3.303 -0.539 -1.318
H 3.355 1.891 -0.739
H 3.029 1.657 0.885
H 1.084 1.201 -1.535
H 0.748 0.880 1.556
H -1.507 1.369 1.227
H -1.073 0.572 -1.569
H -2.652 1.085 -0.741
H -3.835 -1.298 -0.914
H -2.598 -1.934 -1.625
O -2.889 -1.204 -1.063
H -2.182 -2.357 2.029
H -1.771 -3.516 1.229
O -1.408 -2.674 1.542
```

Values from the calculation:
**E_LUMO**: -4.47 eV
**Charge**: +1

Run ii
This record from OMol25 describes a cluster of 2 separate species, C5H14NO2 in total. The level of theory is ωB97M-V/def2-TZVPD.

```
22
Properties=species:S:1:pos:R:3
C 1.033 -1.499 0.097
C 0.219 0.459 -1.491
C 2.108 0.832 0.384
C -2.522 0.005 0.470
C 0.867 0.101 -0.108
N -0.136 0.391 0.937
O -2.395 -1.097 -0.283
O -2.726 1.163 -0.096
H 2.023 -1.695 -0.091
H 0.728 -1.648 1.148
H 0.434 -1.872 -0.752
H -0.037 1.449 -1.390
H -0.570 -0.100 -1.838
H 1.041 0.300 -2.197
H 2.111 1.797 0.038
H 2.145 0.753 1.578
H 2.979 0.510 -0.093
H -2.439 -0.229 1.570
H -0.115 -0.198 1.737
H -0.057 1.345 1.225
H -1.915 -1.772 0.225
H -2.778 1.007 -1.069
```

Values from the calculation:
**E_LUMO**: -4.61 eV
**Charge**: +1

Run iii
This record from OMol25 describes a cluster of 2 separate species, C5H14NO2 in total. The level of theory is ωB97M-V/def2-TZVPD.

```
22
Properties=species:S:1:pos:R:3
O 2.244 -1.121 0.725
C 1.255 -0.475 0.507
C -0.051 -1.242 0.196
C -1.383 -0.518 0.261
C -1.366 0.827 -0.441
C -1.345 0.737 -1.971
N -0.044 -2.392 1.200
H 1.215 0.620 0.524
H 0.102 -1.722 -0.768
H -1.741 -0.437 1.293
H -2.132 -1.155 -0.209
H -2.072 1.557 -0.060
H -0.456 1.373 -0.180
H -1.899 -0.118 -2.357
H -0.311 0.658 -2.327
H -1.755 1.643 -2.424
H -0.945 -2.867 1.254
H 0.661 -3.079 0.925
H 0.166 -2.045 2.136
H 0.570 3.965 0.473
H 1.355 4.002 -0.840
O 0.901 3.395 -0.235
```

Values from the calculation:
**E_LUMO**: -3.90 eV
**Charge**: +1

Verdict on stability: run iii comes out on top.

Run i
This record from OMol25 describes a cluster of 5 separate species, H10O5 in total. The level of theory is ωB97M-V/def2-TZVPD.

```
15
Properties=species:S:1:pos:R:3
H 1.350 0.804 1.589
H 1.916 0.056 0.371
H 0.068 1.651 0.992
H -1.111 0.988 1.790
H -2.156 -1.159 2.568
H -3.227 -2.038 2.056
H 1.991 2.560 -3.585
H 2.267 1.105 -3.367
H -0.257 -1.148 -1.167
H -0.137 -2.599 -1.956
O 1.442 0.002 1.196
O -0.823 1.820 1.394
O -2.984 -1.586 2.826
O 1.595 1.675 -3.577
O 0.068 -2.130 -1.130
```

Values from the calculation:
**SMILES**: O.O.O.O.O
**E_LUMO**: 0.10 eV

Run ii
This record from OMol25 describes a cluster of 5 separate species, H10O5 in total. The level of theory is ωB97M-V/def2-TZVPD.

```
15
Properties=species:S:1:pos:R:3
H -0.413 0.712 0.345
H 0.228 2.001 0.925
H -3.288 2.899 -1.699
H -3.353 4.258 -2.363
H 2.718 -0.411 1.033
H 1.263 -0.681 1.514
H 0.410 -2.144 -1.759
H 0.333 -2.269 -3.270
H 1.879 -2.054 2.756
H 1.083 -3.092 1.988
O -0.431 1.701 0.397
O -3.258 3.842 -1.534
O 1.948 -0.072 1.635
O -0.101 -2.499 -2.401
O 0.982 -2.189 2.433
```

Values from the calculation:
**SMILES**: O.O.O.O.O
**E_LUMO**: 0.03 eV

Verdict on stability: run i comes out on top.